57
Properties=species:S:1:pos:R:3:forces:R:3:lowdin_charge:R:1 method="wB97M-V/def2-TZVPD" homo_lumo_gap_ha=0.076 charge=-1 spin_multiplicity=1 e_homo_ev=-2.5 lumo_energy_ev=-0.469
C 5.727717 0.341838 0.808305 1.16 -0.13 1.00 -0.1558
N 5.425653 -0.743728 -0.193858 -1.00 0.26 0.91 -0.1873
C 5.442285 -2.132123 0.399490 0.62 -0.72 -0.71 -0.1284
B 4.209755 -0.465308 -1.047538 1.87 -1.39 -2.02 -0.6002
O 4.300664 -0.906907 -2.485347 0.14 -2.07 2.96 -0.0599
P 2.558087 0.331577 -0.518161 -1.76 0.51 -0.35 0.3403
C 1.755654 -1.350160 -0.024811 -1.91 -1.06 0.01 -0.3370
O 2.329280 -1.955696 1.190569 1.85 -2.91 -5.42 -0.3292
O 1.884426 -1.388941 2.276577 -0.11 3.02 5.36 -0.1193
H 4.955693 0.419693 1.701489 1.31 -0.02 -1.90 0.0755
H 5.885062 1.389279 0.279388 -0.60 -2.26 1.08 0.1055
H 6.768216 0.064163 1.323016 -1.98 0.64 -1.10 0.0875
H 4.704229 -2.857758 -0.195826 1.39 1.64 1.45 0.1024
H 6.523764 -2.589278 0.215194 -2.07 0.79 0.76 0.0873
H 5.164592 -2.130424 1.540599 0.45 -0.12 -2.18 0.0935
H 4.504793 -1.905170 -2.405353 -0.06 2.30 -0.47 0.0926
H 2.038716 0.131523 -1.865473 -0.13 -0.13 -0.38 -0.0362
H 1.308892 1.009268 -0.188803 -0.62 0.32 0.23 -0.0645
H 2.950978 0.518926 0.852471 0.56 0.14 0.70 -0.0570
H 3.067594 1.628675 -0.938823 0.60 0.73 0.00 -0.0590
H 1.870999 -2.115813 -0.904570 -0.01 0.98 1.75 0.0955
H 0.585673 -1.244473 0.187641 2.20 -0.07 -0.56 0.1026
H 2.728004 -1.024884 2.722444 -1.94 -0.45 -1.09 0.1266
C -2.740090 -4.930050 -3.674852 0.31 -0.31 -0.28 -0.1676
O -2.374231 -4.330128 -2.445670 -3.20 -0.97 -1.12 -0.3123
P -3.393554 -2.989485 -2.049932 7.36 4.50 5.32 0.7424
O -2.196668 -2.056831 -2.278700 -1.20 -0.35 -1.48 -0.2567
O -3.423428 -3.422796 -0.457045 -1.36 0.07 -0.91 -0.2656
C -2.544720 -4.408435 0.065350 0.21 -0.29 0.23 -0.1230
O -4.412939 -1.648896 -1.654249 -1.78 -2.61 -0.78 -0.2746
C -4.499383 -0.631901 -2.638055 0.07 0.29 -0.40 -0.1569
H -2.051727 -5.752409 -3.883299 -0.07 0.11 0.03 0.0853
H -3.756091 -5.321330 -3.610004 -0.05 -0.24 -0.26 0.0714
H -2.674229 -4.195014 -4.482489 0.00 -0.09 -0.14 0.0799
H -1.503051 -4.199611 -0.198185 -0.22 -0.04 -0.07 0.0964
H -2.844151 -5.392042 -0.289160 0.21 -0.12 -0.02 0.0772
H -2.625485 -4.406629 1.156804 -0.24 0.30 -0.19 0.0903
H -4.758846 -1.072075 -3.607204 0.04 0.33 0.00 0.0768
H -3.559840 -0.077611 -2.711386 -0.04 -0.29 -0.03 0.0850
H -5.285127 0.068657 -2.344433 -0.06 -0.28 0.11 0.0843
C -3.836442 4.302335 3.290540 -0.41 -0.19 0.10 -0.1729
O -3.020516 3.513482 2.444004 0.75 2.25 2.60 -0.3168
P -1.691280 4.414931 1.800986 0.83 -6.25 -8.02 0.7376
O -2.342939 4.320384 0.414943 -0.52 1.60 0.91 -0.2783
O -0.669920 3.131359 1.988618 0.06 1.80 0.70 -0.2544
C -1.152621 1.831474 2.294894 0.07 -0.66 0.17 -0.1169
O -0.362059 5.316429 1.158054 -0.29 0.56 3.08 -0.2683
C -0.704091 6.505253 0.465710 -0.17 0.26 -0.12 -0.1648
H -4.667808 3.690100 3.647709 0.09 0.06 -0.04 0.0835
H -3.256590 4.652480 4.145370 -0.22 0.11 0.26 0.0716
H -4.234251 5.156444 2.734539 -0.14 0.08 0.10 0.0760
H -1.943876 1.522711 1.604449 0.09 0.16 0.15 0.0961
H -1.503791 1.803373 3.323831 -0.20 -0.12 0.01 0.0770
H -0.325849 1.120228 2.203371 0.10 0.42 -0.15 0.0869
H -1.356233 7.125692 1.090282 0.06 0.14 -0.31 0.0749
H -1.192848 6.277303 -0.485347 -0.09 -0.09 0.26 0.0781
H 0.213948 7.058332 0.251935 0.04 -0.16 0.25 0.0830



67
Properties=species:S:1:pos:R:3:forces:R:3:lowdin_charge:R:1 method="wB97M-V/def2-TZVPD" homo_lumo_gap_ha=0.353 charge=-1 spin_multiplicity=1 e_homo_ev=-7.7 lumo_energy_ev=1.917
P -12.841340 2.327070 -12.974170 -0.94 0.98 -1.67 0.1331
F -13.678320 1.055260 -12.530630 -0.71 0.08 1.50 -0.1559
F -13.183480 3.259790 -11.669920 -0.08 -1.52 0.69 -0.1984
F -11.466630 1.702260 -12.328040 -0.85 0.53 0.03 -0.1865
F -12.088340 3.604210 -13.506730 2.20 0.70 -0.81 -0.1708
F -12.601980 1.507720 -14.353150 0.87 0.29 -0.30 -0.1864
F -14.161500 3.041370 -13.722140 -0.49 -1.00 0.66 -0.2350
C -12.811300 7.075020 -20.140950 0.28 -7.09 1.43 -0.7845
O -12.694810 5.883500 -20.493690 0.69 1.14 -0.46 -0.0010
N -13.431040 7.936190 -20.826100 -2.45 4.70 -3.84 0.1637
N -12.612770 7.388920 -18.883530 1.39 1.58 3.70 0.1553
H -13.628970 8.845340 -20.433200 -0.16 -0.22 -0.44 0.1134
H -13.869600 7.640420 -21.686500 0.24 0.21 0.22 0.1295
H -12.224950 6.731190 -18.222400 -0.05 -0.06 -0.53 0.1237
H -12.730430 8.330470 -18.537500 0.05 -0.24 -0.08 0.1000
C -15.608700 -5.307050 -9.470690 0.41 -2.33 1.97 -0.7676
O -15.449000 -6.427280 -8.972620 -0.13 0.11 -0.98 -0.0008
N -16.044900 -4.319640 -8.724300 -1.25 2.33 2.55 0.1444
N -15.379580 -4.930470 -10.699890 0.82 -0.03 -3.42 0.1640
H -16.261350 -4.566670 -7.769200 0.16 0.34 -0.22 0.1156
H -16.057280 -3.352400 -9.014790 -0.11 -0.32 0.19 0.1090
H -15.377970 -3.950490 -10.944270 -0.01 -0.45 -0.23 0.1148
H -15.137650 -5.635650 -11.381280 0.13 0.40 0.13 0.1206
C -18.409360 7.715630 -11.162240 -4.26 3.31 0.48 -0.8279
O -19.316530 8.528780 -11.335710 -1.72 0.03 1.40 -0.0026
N -18.170510 6.929300 -10.160560 0.84 -2.34 3.93 0.1767
N -17.599550 7.621850 -12.117250 4.80 -0.90 -4.78 0.1631
H -18.649400 6.984720 -9.273030 -0.03 0.33 -0.42 0.1199
H -17.212100 6.614690 -10.109850 -0.32 -0.37 0.31 0.1121
H -17.920730 8.110360 -12.940830 0.86 -0.15 0.00 0.1343
H -16.710440 7.161690 -11.983670 -0.13 0.04 -0.95 0.1245
C -7.609700 8.637690 -12.953930 3.87 -1.09 1.53 -0.8365
O -6.870210 9.564190 -13.120100 2.17 1.95 -0.67 0.0399
N -7.227990 7.462450 -12.443630 1.04 -2.24 1.18 0.1545
N -8.837750 8.698000 -13.239950 -5.05 0.66 -1.20 0.1713
H -7.917110 6.743860 -12.273800 0.44 -0.03 -0.16 0.1017
H -6.255300 7.190710 -12.455560 -0.34 0.28 0.19 0.1106
H -8.910190 9.460710 -13.898070 -1.58 -0.25 0.04 0.1341
H -9.404010 7.884480 -13.045950 -0.59 0.67 -0.91 0.1244
C -17.049610 -0.529480 -18.682390 3.12 2.52 -0.38 -0.7865
O -16.173340 0.211500 -19.117540 -0.32 -0.07 -0.07 0.0318
N -17.418990 -0.552960 -17.424530 -0.65 0.62 2.98 0.1568
N -17.626860 -1.461570 -19.366280 -2.89 -3.80 -3.65 0.1483
H -16.929350 0.096430 -16.825680 -0.45 -0.22 0.24 0.1276
H -18.215320 -1.109660 -17.148760 0.47 0.41 0.46 0.1036
H -17.565660 -1.532320 -20.371940 0.46 0.47 0.27 0.1175
H -18.478350 -1.891760 -19.034600 0.27 0.06 0.14 0.1008
C -7.826250 0.210770 -19.172030 -2.42 -0.27 0.89 -0.8188
O -8.905260 0.349510 -19.679130 -1.40 0.51 -1.44 0.0591
N -6.680040 0.082890 -19.752180 3.47 -0.01 -3.38 0.1524
N -7.662120 0.074360 -17.881910 0.00 -0.29 4.35 0.1517
H -6.673670 0.315460 -20.735020 0.66 -0.28 0.24 0.1222
H -5.881320 -0.150350 -19.179680 0.07 0.21 -0.99 0.1074
H -8.458980 0.072700 -17.261340 0.29 0.06 -0.13 0.1263
H -6.720550 0.025990 -17.519690 -0.65 0.05 0.47 0.0997
C -2.814870 0.567250 -13.288050 1.05 2.08 0.69 -0.0738
C -1.943110 0.020810 -14.435520 -1.19 -1.88 1.79 -0.4310
C -0.569760 -0.640680 -14.177940 0.23 0.78 0.42 -0.0584
O -2.850920 -1.010550 -14.858690 0.42 -0.63 -1.76 -0.0928
H -3.014150 0.027260 -12.362420 0.69 -1.03 -0.28 0.0769
H -3.828700 0.779590 -13.627410 0.28 0.23 -0.49 0.0803
H -2.363990 1.483330 -12.906480 -0.17 0.47 0.03 0.0673
H -1.793600 0.749030 -15.232660 -0.46 -0.01 0.03 0.1339
H -0.125590 -0.848240 -15.151450 0.07 -0.13 0.10 0.0753
H -0.526920 -1.541590 -13.565880 -0.82 -0.31 -0.20 0.0732
H 0.120110 -0.020780 -13.605300 0.01 0.62 -0.30 0.0701
H -2.836470 -1.646730 -14.139900 -0.13 -0.18 -0.05 0.0789



59
Properties=species:S:1:pos:R:3:forces:R:3:lowdin_charge:R:1 method="wB97M-V/def2-TZVPD" homo_lumo_gap_ha=0.333 charge=-1 spin_multiplicity=1 e_homo_ev=-6.6 lumo_energy_ev=2.425
F 0.155145 -0.008812 0.466561 -0.07 0.29 -0.18 -0.4632
C -1.256175 -4.762782 0.457541 -0.46 2.20 -0.67 -0.0642
C -0.828935 -3.284012 0.135391 -0.83 -1.43 -1.29 -0.3441
O -1.251805 -2.362772 1.073731 0.12 0.09 2.42 -0.0986
H -0.527465 -5.266702 1.092471 -0.26 -0.15 -0.18 0.0662
H -1.391355 -5.155272 -0.550319 0.44 -0.77 0.21 0.0650
H -2.263215 -4.722392 0.872671 0.10 -0.23 0.41 0.0632
H -1.373655 -2.930102 -0.739899 0.23 -0.72 -0.84 0.1064
H 0.225495 -3.364892 -0.128689 0.32 0.73 0.32 0.0888
H -0.900595 -1.488472 0.889741 0.45 0.52 -0.54 0.0185
C -2.608475 2.864328 -2.222519 0.09 0.71 0.01 -0.0901
C -2.609165 1.402198 -1.714439 -0.89 1.67 -0.87 -0.2957
O -1.354695 0.798958 -1.937509 0.06 0.00 0.05 -0.0949
H -3.556095 3.390588 -2.337279 -0.72 -0.69 0.38 0.0627
H -2.222215 2.976028 -3.235649 0.54 -0.43 0.02 0.0638
H -2.085955 3.553108 -1.558709 0.48 -0.32 -0.06 0.0415
H -3.385105 0.908778 -2.299719 0.04 -0.52 0.14 0.1023
H -2.864215 1.383748 -0.654859 -0.11 -0.10 -0.08 0.0963
H -1.007685 0.651068 -1.054719 0.49 -0.62 0.35 0.0145
C -2.208565 2.906498 1.757681 -2.03 -0.82 1.47 -0.7693
O -3.094265 3.380908 2.441331 -0.71 -0.35 0.89 0.0320
N -1.538185 3.554998 0.890411 2.89 3.89 -3.47 0.1581
N -1.803845 1.643418 1.621561 -1.35 -3.71 1.86 0.1495
H -0.752485 3.009968 0.565241 0.04 1.64 -0.65 0.0627
H -1.579665 4.563348 0.850431 0.28 -0.31 -0.02 0.1329
H -0.956375 1.318868 1.178201 -0.21 -0.14 0.07 0.0239
H -2.251165 0.954348 2.209091 0.18 0.08 0.02 0.1155
C -0.280105 0.057068 4.366761 -0.53 -1.43 2.02 -0.8093
O -0.358425 0.500988 5.468291 -0.06 2.10 3.46 0.0326
N 0.431205 0.603048 3.426271 1.91 1.32 -2.92 0.1765
N -0.830575 -1.132082 4.131661 -0.70 -1.61 -2.21 0.1739
H 1.135655 1.272828 3.700591 -0.37 -0.14 -0.12 0.1233
H 0.455975 0.201398 2.499901 0.33 0.14 -0.13 0.0581
H -1.427185 -1.584272 4.809661 0.13 0.45 -0.34 0.1145
H -0.850075 -1.367692 3.149721 -0.47 -1.02 0.23 0.0651
C 2.110155 2.788568 -0.462909 2.64 0.70 -0.05 -0.7516
O 3.166785 3.399478 -0.446579 0.44 0.50 -0.80 0.0173
N 1.319665 2.777748 0.593931 -1.84 0.23 2.25 0.1530
N 1.629045 2.018668 -1.427389 -1.12 -1.15 -1.66 0.1710
H 1.588675 3.323568 1.400041 -0.02 -0.40 -0.16 0.1305
H 0.697905 1.985818 0.673711 0.40 -0.16 0.62 0.0407
H 0.834145 1.480228 -1.113829 0.01 -0.22 -0.89 0.0485
H 2.061035 1.790818 -2.311449 0.15 0.27 0.53 0.1222
C 1.455045 -2.260482 -3.432329 1.93 -4.08 2.11 -0.7629
O 1.874115 -3.257262 -2.825999 -0.15 -0.11 -0.95 -0.0009
N 1.476325 -2.110992 -4.741409 -0.08 0.49 -3.74 0.1551
N 0.995905 -1.257902 -2.768109 -1.72 3.86 1.28 0.1864
H 1.257075 -1.219512 -5.162479 0.00 -0.25 0.17 0.1001
H 1.652965 -2.852542 -5.403989 0.12 -0.02 0.71 0.1120
H 0.958675 -1.275992 -1.758949 -0.10 -0.12 -0.24 0.0890
H 0.497415 -0.554162 -3.293799 -0.20 0.16 0.77 0.0992
C 3.382695 -1.317302 0.458171 6.41 0.01 -0.22 -0.8003
O 4.539805 -1.673832 0.717921 0.24 -0.09 0.04 -0.0117
N 2.359385 -2.010552 0.725461 -4.86 -3.17 1.77 0.1818
N 3.120315 -0.226182 -0.199309 -0.84 3.05 -1.58 0.1787
H 1.544195 -1.437632 0.890801 -0.71 -0.67 0.06 0.0672
H 2.499025 -2.902472 1.178311 -0.18 0.42 0.12 0.1324
H 3.853525 0.381768 -0.535309 -0.32 -0.15 0.27 0.1224
H 2.140385 -0.056082 -0.375109 0.42 0.57 -0.19 0.0416